Molecular formula: C45H121F3MnN11O14S
Method: DFT, wB97M-V/def2-TZVPD

The strongest force on any atom comes out at 2.9 eV/A. The multiplicity is 6. The highest occupied orbital energy (spin up / spin down) is -0.3771 / -0.3771 Ha. As for the energy: -5291.159958 Eh. The value obtained for the relative energy (zero: lowest compared OMol25 entry of this formula, charge and spin) is 117.3 kcal per mole. Its expectation value of S² is 8.753. As for the net charge: +1.

Each line ends with the Löwdin charge.
Cartesian coordinates (Å):
Mn: -3.591 -0.488 -1.259  1.02
S: -0.886 0.254 0.731  0.62
F: 1.560 -0.490 1.501  0.16
F: 1.353 -0.150 -0.676  0.11
F: 0.499 -1.984 0.266  0.10
O: 3.150 3.380 -1.187  -0.23
O: -1.524 -0.299 1.939  -0.32
O: 1.523 -6.529 2.611  -0.18
O: -1.774 -0.093 -0.409  -0.40
O: -0.842 1.704 -4.148  -0.23
O: 5.101 -4.446 -3.393  -0.20
O: -5.836 -5.582 3.651  -0.18
O: -2.940 -2.518 -1.412  -0.27
O: -4.374 6.064 2.433  -0.19
O: 5.303 -1.231 1.005  -0.19
O: -3.926 1.507 -0.897  -0.28
O: -0.589 1.698 0.779  -0.31
O: -1.236 0.732 6.236  -0.17
O: 4.437 0.251 -3.578  -0.24
N: -4.087 -0.624 0.872  0.03
N: 5.056 5.051 -2.891  0.06
N: -5.399 -2.913 2.654  0.05
N: -3.731 2.416 8.379  0.04
N: -2.563 -0.468 -3.233  0.04
N: 0.487 -5.047 4.973  0.04
N: 2.419 -4.698 -4.124  0.05
N: 6.999 1.897 -3.969  0.05
N: 5.418 1.651 -1.356  0.05
N: -1.087 4.538 1.386  0.03
N: -0.202 4.359 -6.791  0.04
C: 4.358 -3.223 -3.386  -0.17
C: -1.362 0.514 4.844  -0.11
C: 3.329 4.128 -4.234  -0.06
C: 5.143 0.512 -4.835  -0.15
C: -0.395 -1.589 -3.123  -0.02
C: -2.504 3.780 3.142  -0.06
C: -0.587 2.315 -5.381  -0.17
C: -5.175 -4.526 4.366  -0.23
C: 6.659 0.681 -4.692  -0.41
C: -0.041 2.171 -3.109  -0.11
C: -3.312 2.601 -1.606  -0.02
C: -7.010 -6.001 4.304  -0.11
C: -4.832 0.588 1.134  -0.38
C: -0.240 -3.115 3.687  -0.06
C: -3.782 -2.499 4.445  -0.05
C: 5.799 0.853 -0.210  -0.36
C: 2.983 0.215 -3.711  -0.07
C: -1.975 1.843 6.791  -0.17
C: 0.133 -4.596 3.655  -0.44
C: 2.838 -3.611 -3.286  -0.42
C: 2.468 3.146 0.042  -0.09
C: -4.362 0.811 6.859  -0.06
C: 4.896 -2.565 0.982  -0.12
C: -3.165 1.385 7.590  -0.49
C: -2.913 -3.611 -0.557  -0.06
C: -1.869 -1.726 -3.463  -0.37
C: 0.777 -0.657 0.438  -0.58
C: -0.604 3.885 -5.466  -0.41
C: 2.531 -4.134 -1.860  -0.07
C: 6.481 -4.300 -3.679  -0.10
C: -5.296 5.884 1.381  -0.12
C: -2.050 4.466 -5.315  -0.05
C: 3.589 5.053 -3.023  -0.37
C: 2.745 4.613 -1.734  -0.17
C: -4.191 1.787 0.458  -0.18
C: 7.297 -0.396 -3.819  -0.05
C: 0.502 -7.378 2.132  -0.12
C: -2.990 6.064 1.945  -0.12
C: -5.225 0.706 2.644  -0.01
C: 4.863 -0.387 -0.080  -0.15
C: -2.470 4.570 1.821  -0.41
C: 1.105 -5.137 2.532  -0.16
C: 5.767 1.812 1.029  -0.04
C: -4.433 -3.552 3.550  -0.42
C: -2.606 -2.863 -2.738  -0.15
H: 0.175 -2.395 -3.587  0.08
H: -1.953 -1.879 -4.539  0.15
H: 1.381 3.214 0.074  0.07
H: 8.361 -0.366 -4.057  0.09
H: 0.981 2.424 -3.391  0.07
H: -5.944 -3.688 2.304  0.08
H: 4.984 -0.341 -5.495  0.12
H: 0.396 1.971 -5.702  0.12
H: -2.236 2.565 -1.436  0.08
H: -4.389 0.538 3.323  0.06
H: 2.745 -3.462 -1.029  0.05
H: 2.225 -2.715 -3.384  0.09
H: 2.823 -4.494 -5.027  0.07
H: -2.441 2.551 6.105  0.12
H: 2.653 2.135 0.406  0.07
H: 0.063 1.384 -2.362  0.08
H: 5.220 5.976 -2.522  0.07
H: -3.534 -3.070 -3.270  0.14
H: 3.807 -2.605 1.027  0.06
H: 1.359 -4.665 5.309  0.08
H: 6.048 1.400 1.999  0.07
H: -0.036 4.322 -4.645  0.11
H: 2.650 -0.638 -4.304  0.08
H: 2.819 5.340 -0.925  0.12
H: -0.150 -7.617 2.972  0.08
H: -4.639 -1.256 1.433  0.05
H: -2.960 2.998 8.674  0.07
H: 7.129 -0.351 -2.743  0.07
H: 2.996 -5.081 -1.586  0.08
H: -3.768 3.569 -1.399  0.11
H: 6.613 2.632 -4.545  0.06
H: -4.138 -0.232 6.634  0.06
H: 6.884 -5.292 -3.884  0.09
H: 3.059 -5.424 -3.837  0.07
H: 0.026 -0.694 -3.581  0.07
H: -0.464 3.010 -2.557  0.09
H: -6.282 5.894 1.844  0.09
H: 0.785 -4.803 1.545  0.10
H: 1.486 -4.437 -1.797  0.06
H: -5.118 4.929 0.886  0.05
H: -3.247 -1.723 3.897  0.05
H: -1.938 5.534 -5.503  0.07
H: -0.058 -7.055 1.255  0.09
H: -2.970 6.552 0.971  0.11
H: -3.257 -0.540 1.440  0.04
H: 3.933 4.510 -5.057  0.08
H: -1.207 1.407 4.238  0.07
H: 4.537 2.141 -1.285  0.04
H: 5.240 -3.118 0.108  0.09
H: -5.887 -3.996 5.000  0.13
H: 2.501 0.163 -2.735  0.07
H: 6.390 1.892 -3.163  0.02
H: 0.006 5.346 -6.742  0.08
H: 0.669 3.959 -7.110  0.07
H: -5.274 0.703 7.446  0.08
H: -2.016 0.274 -3.645  0.07
H: -1.333 1.802 -5.987  0.13
H: -2.389 6.710 2.586  0.12
H: -3.284 -0.563 -3.933  0.11
H: -5.350 6.606 0.566  0.09
H: 4.778 -0.903 -1.036  0.10
H: 7.137 0.742 -5.669  0.14
H: -2.843 0.607 8.282  0.14
H: 1.689 4.507 -1.981  0.11
H: -0.687 -2.812 2.740  0.06
H: -2.350 2.706 3.045  0.05
H: -3.536 2.436 -2.660  0.09
H: 3.239 6.058 -3.257  0.13
H: -0.945 -2.976 4.506  0.06
H: 2.266 4.137 -4.475  0.05
H: 5.248 4.452 -2.101  0.06
H: -0.815 3.568 1.314  0.01
H: 4.667 1.414 -5.219  0.11
H: 5.315 1.013 -2.132  0.02
H: -1.984 -3.747 -2.874  0.15
H: 4.538 -2.845 -4.392  0.11
H: 6.671 -3.707 -4.574  0.08
H: -5.728 1.622 2.956  0.09
H: 3.831 -0.163 0.193  0.10
H: -0.622 -0.248 4.599  0.08
H: 4.769 2.160 1.294  0.05
H: -6.681 -6.292 5.302  0.09
H: 5.266 -2.938 1.937  0.10
H: 7.062 -3.918 -2.839  0.09
H: -2.821 4.051 -5.965  0.08
H: -1.217 2.331 7.403  0.13
H: 3.735 3.126 -4.094  0.05
H: -7.788 -5.259 4.479  0.09
H: -2.376 0.160 4.659  0.06
H: 6.833 0.537 -0.352  0.14
H: -4.156 3.003 7.676  0.07
H: -1.903 -4.022 -0.572  0.10
H: -7.376 -6.856 3.735  0.10
H: -4.538 -4.913 5.161  0.14
H: -2.970 4.024 1.021  0.09
H: 2.064 -4.645 2.696  0.12
H: 2.819 3.856 0.791  0.10
H: 6.389 2.686 0.838  0.08
H: 0.719 -6.029 4.924  0.07
H: -3.490 3.885 3.594  0.07
H: -5.799 0.413 0.661  0.14
H: 4.599 -2.525 -2.584  0.11
H: -4.656 1.375 5.974  0.07
H: 2.551 1.079 -4.216  0.06
H: 0.945 -8.349 1.911  0.09
H: -3.634 -4.400 -0.768  0.11
H: -5.974 -2.337 3.251  0.07
H: 6.911 -1.394 -4.025  0.05
H: -3.067 -3.307 0.478  0.09
H: -3.680 -4.055 2.942  0.14
H: -2.319 4.352 -4.265  0.06
H: -0.168 -1.575 -2.056  0.07
H: 0.558 -2.400 3.891  0.08
H: -4.796 2.688 0.556  0.13
H: -3.056 -2.782 5.206  0.09
H: -5.982 -0.056 2.831  0.07
H: -0.452 4.842 2.110  0.07
H: -3.276 1.931 1.032  0.11
H: -4.550 -1.913 4.950  0.07
H: -0.834 -5.078 3.517  0.12
H: -1.804 4.268 3.820  0.09